1.
77
Properties=species:S:1:pos:R:3:mulliken_charge:R:1 method="wB97M-V/def2-TZVPD" homo_lumo_gap_ev="3.586 / 3.428" total_charge=-2 homo_energy_ev="0.81 / 0.97"
Mg -0.8915 0.2051 -1.2135 0.149
O 0.3520 -2.7280 -4.9371 -0.553
C 0.1136 -1.8424 -3.8931 0.043
O 0.5569 -2.1137 -2.7871 -0.509
C -0.6362 -0.6624 -4.2510 0.810
C -1.1072 -0.4574 -5.5553 -1.059
C -1.8401 0.7134 -5.8253 -0.636
C -2.0082 1.6416 -4.8363 -1.489
C -1.4254 1.4165 -3.5463 1.599
N -0.8106 0.2141 -3.2600 0.223
C -1.3359 2.3357 -2.5123 -0.063
O -1.8579 3.6253 -2.6551 -0.556
O -0.7652 2.1032 -1.4150 -0.439
H 0.8789 -3.4463 -4.5594 0.322
H -0.9148 -1.1884 -6.3234 0.407
H -2.2604 0.8718 -6.8138 0.358
H -2.5655 2.5536 -5.0312 0.079
H -2.4140 3.6346 -3.4389 0.253
C -1.9238 -2.7475 -0.5191 -0.628
C -2.9609 -1.6916 -0.3462 0.493
C -4.2471 -1.8264 0.1341 -0.961
C -4.8241 -0.5431 0.0821 -0.956
C -3.8542 0.2957 -0.4237 0.386
C -3.9490 1.7602 -0.6913 -1.032
N -2.7233 -0.4027 -0.6873 0.462
H -2.3092 -3.5870 -1.1044 0.399
H -1.6010 -3.1438 0.4461 -0.002
H -1.0605 -2.3154 -1.0171 -0.187
H -4.7191 -2.7336 0.4826 0.439
H -5.8217 -0.2701 0.3946 0.398
H -4.8041 2.1921 -0.1702 0.352
H -4.0698 1.9620 -1.7601 0.124
H -3.0391 2.2501 -0.3538 0.061
C 5.0032 -4.5114 1.4936 -1.460
C 3.8711 -3.5251 1.4255 0.729
C 3.8589 -2.4971 0.5011 -1.349
C 2.8234 -1.5718 0.4385 1.016
C 2.9008 -0.4874 -0.5878 -1.431
C 1.7357 -1.6918 1.3142 0.061
C 0.5573 -0.7263 1.2427 0.926
O 0.2526 -0.2681 0.0289 -0.054
C 1.7250 -2.7478 2.2373 0.994
C 0.5934 -2.9704 3.2023 -1.530
C 2.7907 -3.6350 2.2847 -1.039
H 5.8041 -4.2186 0.8186 0.357
H 4.6583 -5.5081 1.2144 0.298
H 5.4027 -4.5655 2.5065 0.335
H 4.6857 -2.4042 -0.1928 0.215
H 3.8077 -0.5819 -1.1881 0.330
H 2.8772 0.4912 -0.1128 0.322
H 2.0173 -0.5363 -1.2239 0.009
H -0.3206 -1.2429 1.6732 0.080
H -0.3554 -3.0906 2.6805 0.166
H 0.5008 -2.1085 3.8600 0.328
H 0.7697 -3.8621 3.8048 0.400
H 2.7787 -4.4319 3.0198 0.305
C -0.3434 2.5804 1.4727 0.116
C 0.6384 3.5516 1.2979 0.304
C 0.7634 4.3918 0.1677 -0.407
C 1.5085 5.5453 0.2199 -0.607
C 2.1344 5.9532 1.3979 -0.428
C 2.0320 5.1422 2.5192 -0.527
C 1.3365 3.9571 2.4685 -0.820
H 0.2603 4.0879 -0.7354 0.465
H 1.6110 6.1668 -0.6644 0.398
H 2.6853 6.8871 1.4417 0.342
H 2.5240 5.4248 3.4459 0.332
H 1.2917 3.3263 3.3487 0.299
N -1.4963 -0.3606 4.7116 -0.867
N -0.7486 0.2073 3.6990 1.543
N 0.5405 0.0003 3.6082 -1.099
C 0.8084 0.4659 2.2909 -0.787
N -0.2872 1.4545 2.0744 1.227
N -1.3293 1.0143 2.8526 -1.183
H -1.1668 -0.0342 5.6201 0.241
H -2.4534 -0.0610 4.5468 0.319
H 1.7912 0.9166 2.1624 0.843

---

2.
8
Properties=species:S:1:pos:R:3:mulliken_charge:R:1 method="wB97M-V/def2-TZVPD" homo_lumo_gap_ev=9.283 smiles="CC=C=O" homo_energy_ev=-8.88 de_lowest_kcal_mol=10.3
C -1.4162 -0.0463 0.6271 0.554
C -0.4866 -0.1345 -0.2807 -0.423
C 1.0161 0.2786 -0.1452 -0.872
O -2.4078 -0.2518 1.2045 -0.379
H -0.7873 -0.8939 -1.0223 0.265
H 1.2393 1.1856 -0.6698 0.270
H 1.6574 -0.5990 -0.5627 0.234
H 1.1853 0.4614 0.8492 0.350

---

3.
11
Properties=species:S:1:pos:R:3:mulliken_charge:R:1 method="wB97M-V/def2-TZVPD" homo_lumo_gap_ev=11.013 homo_energy_ev=-10.66 de_lowest_kcal_mol=53.0
C -1.4224 -0.0563 1.6526 -0.742
C -0.3369 0.2454 0.9431 0.064
C 2.5894 -0.3747 -0.9337 0.108
O 2.1983 -1.3229 -0.4431 -0.110
C -0.3653 1.1787 -0.1503 0.251
N -0.3709 1.9241 -1.0371 -0.359
H -2.3873 0.3939 1.4416 0.278
H -0.0366 -0.8129 -2.7063 0.146
H -1.3628 -0.7691 2.4688 0.268
H 0.6248 -0.2111 1.1555 0.251
H 0.5286 -0.3316 -2.7291 -0.155

---

4.
95
Properties=species:S:1:pos:R:3:mulliken_charge:R:1 method="wB97M-V/def2-TZVPD" homo_lumo_gap_ev=8.717 smiles="CC[C@H](Cl)[C@H]1C[C@](N)(CC(N)(N)N)OC1=O.O=S1(=O)CCCC1.O=S1(=O)CCCC1.O=S1(=O)CCCC1.O=S1(=O)CCCC1" homo_energy_ev=-8.37 de_lowest_kcal_mol=144.5
C 4.6009 -2.8402 0.4641 -0.790
C 3.3121 -3.5301 1.2593 -0.301
C 1.9704 -3.1334 0.3712 -0.381
Cl 1.9794 -1.2521 0.2615 -0.168
C 0.5651 -3.5278 1.1260 0.061
C -0.5450 -3.6734 -0.1070 -0.966
C -1.7565 -4.3391 0.8348 0.906
N -2.4232 -5.2561 -0.1672 -0.431
C -2.5459 -3.0239 1.4119 -1.362
C -4.0618 -2.8075 0.8271 1.109
N -4.1092 -2.4241 -0.6542 -0.786
N -4.6356 -1.5916 1.5851 -0.840
N -5.0225 -3.9457 1.0917 -0.659
O -1.1006 -5.1691 1.8789 -0.335
C 0.3776 -5.0179 1.7872 0.294
O 1.2628 -5.9393 2.1905 -0.595
H 5.5619 -3.4965 0.5886 0.320
H 4.7775 -1.7222 0.8098 0.182
H 4.3069 -2.8662 -0.6882 0.240
H 3.2897 -3.0188 2.3272 0.278
H 3.4460 -4.7122 1.3252 0.241
H 2.0081 -3.5253 -0.7328 0.403
H 0.2555 -2.7340 1.9338 0.384
H -0.8512 -2.6795 -0.6743 0.137
H -0.1958 -4.5412 -0.8486 0.405
H -1.7432 -6.0684 -0.2706 0.139
H -2.4287 -4.8305 -1.1393 0.331
H -1.8554 -2.0830 1.2233 0.349
H -2.6251 -3.1165 2.5988 0.208
H -4.5848 -1.4766 -0.6922 0.355
H -3.1153 -2.2103 -0.9391 0.241
H -4.8660 -1.9368 2.5529 0.277
H -3.8522 -0.8892 1.7438 0.279
H -5.6861 -4.0644 0.2873 0.264
H -4.5430 -4.8361 1.3486 0.300
C -0.0383 -10.5007 0.7856 -0.714
C -0.6179 -10.8881 -0.5740 -0.559
C -1.8129 -9.9743 -0.8403 -0.791
S -1.4889 -8.4570 0.0454 1.323
O -2.4751 -8.3173 1.0961 -0.685
O -1.2141 -7.3988 -0.9061 -0.797
C 0.0478 -8.9817 0.7796 -0.640
H 0.9409 -10.9580 0.9548 0.366
H -0.7116 -10.8356 1.5836 0.320
H 0.1418 -10.7377 -1.3506 0.287
H -0.9125 -11.9418 -0.6029 0.325
H -1.9233 -9.7565 -1.9057 0.352
H -2.7398 -10.4033 -0.4498 0.369
H 0.1505 -8.5532 1.7780 0.381
H 0.8617 -8.6359 0.1353 0.385
C 3.3098 3.8235 0.1315 -0.557
C 3.7675 3.4085 -1.2659 -0.167
C 5.2267 2.9687 -1.1587 -0.762
S 5.4458 2.3662 0.5088 1.106
O 6.3639 3.2470 1.1998 -0.684
O 5.6262 0.9286 0.4765 -0.601
C 3.7918 2.7246 1.0668 -0.619
H 2.2241 3.9476 0.1831 0.346
H 3.7738 4.7790 0.4040 0.288
H 3.1542 2.5696 -1.6164 0.303
H 3.6527 4.2230 -1.9879 -0.064
H 5.4590 2.1696 -1.8672 0.357
H 5.9100 3.8092 -1.3080 0.375
H 3.8086 3.0289 2.1147 0.457
H 3.1942 1.8158 0.9476 0.198
C 0.9161 6.9637 -4.2424 -0.712
C 0.3709 8.1381 -3.4312 -0.787
C 0.2375 7.6722 -1.9824 -0.355
S 1.4691 6.3988 -1.7516 1.288
O 0.7924 5.1420 -1.5097 -0.646
O 2.5134 6.8979 -0.8793 -0.713
C 2.0722 6.4017 -3.4285 -0.724
H 1.2405 7.2747 -5.2397 0.400
H 0.1357 6.2027 -4.3615 0.305
H 1.0752 8.9771 -3.4856 0.293
H -0.5888 8.4896 -3.8229 0.361
H 0.4222 8.4880 -1.2789 0.396
H -0.7451 7.2317 -1.7925 0.084
H 2.3552 5.3905 -3.7256 0.421
H 2.9419 7.0643 -3.4702 0.396
C -2.7689 8.1807 2.4859 -0.622
C -1.9403 6.9488 2.1249 -0.485
C -2.7308 6.1519 1.0885 -0.579
S -3.7413 7.3362 0.2121 1.107
O -5.1325 7.0559 0.4985 -0.671
O -3.2418 7.4806 -1.1407 -0.627
C -3.2451 8.7599 1.1620 -0.661
H -2.1860 8.9092 3.0568 0.347
H -3.6294 7.8816 3.0962 0.306
H -0.9830 7.2665 1.6942 0.157
H -1.7173 6.3387 3.0058 0.341
H -2.0697 5.6446 0.3813 0.290
H -3.3955 5.4255 1.5641 0.379
H -4.0853 9.4476 1.2714 0.406
H -2.4246 9.2489 0.6283 0.323

---

5.
65
Properties=species:S:1:pos:R:3:mulliken_charge:R:1 method="wB97M-V/def2-TZVPD" homo_lumo_gap_ev=3.122 total_charge=-2 homo_energy_ev=0.23
C -1.3413 1.0859 1.3715 -1.344
C -1.6925 0.3354 0.1014 0.881
O -2.7435 -0.6227 0.2516 -0.488
C -2.4399 -1.6470 1.1415 -0.578
C -1.4181 -2.6895 0.6169 -0.417
O -1.1865 -2.5256 -0.7721 -0.374
C -0.0334 -3.0737 -1.2620 1.551
C 0.0812 -2.7609 -2.7640 -1.784
C -0.0803 -1.2679 -3.0904 0.256
C 1.1280 -0.6183 -3.8069 -1.104
P 2.1129 0.4291 -2.7099 1.039
O 1.5386 0.5832 -1.3651 -0.458
O 3.5595 -0.1965 -2.7341 -0.511
C 4.5169 0.4092 -1.8050 -0.461
C 4.5214 -0.2636 -0.4414 -0.575
O 2.2643 1.8549 -3.4287 -0.466
C 1.0487 2.6084 -3.4725 -0.163
C 1.0133 3.6894 -2.3929 -1.124
C 0.0897 -4.6187 -1.0932 -1.422
C 1.4151 -4.9295 -0.4174 0.496
F 2.1195 -5.9158 -1.0799 -0.370
C 2.1476 -3.5864 -0.4314 0.004
O 3.3544 -3.4161 -0.2808 -0.652
N 1.2139 -2.5948 -0.6167 0.035
H -0.8369 0.4214 2.0669 0.220
H -0.6265 1.8587 1.1081 0.429
H -2.1823 1.5404 1.8727 0.294
H -0.7916 -0.1100 -0.3252 -0.401
H -2.0604 1.0448 -0.6379 0.213
H -2.0907 -1.2772 2.1048 0.346
H -3.3720 -2.1711 1.3347 0.369
H -1.8393 -3.6838 0.7781 0.282
H -0.5046 -2.6393 1.2061 0.311
H 1.0529 -3.1235 -3.0862 0.532
H -0.6665 -3.3489 -3.2920 0.408
H -0.3382 -0.7114 -2.1954 -0.357
H -0.9197 -1.1656 -3.7711 0.651
H 1.7629 -1.3797 -4.2488 0.523
H 0.7468 0.0211 -4.5961 0.392
H 5.4840 0.3111 -2.2830 0.449
H 4.2763 1.4627 -1.7199 0.283
H 4.6470 0.4960 0.3217 0.300
H 5.2991 -1.0131 -0.3722 0.305
H 3.5671 -0.7424 -0.2832 -0.048
H 0.1775 1.9693 -3.3453 0.144
H 0.9494 3.0649 -4.4535 0.451
H 0.5735 4.5979 -2.7881 0.367
H 2.0037 3.8721 -1.9971 0.260
H 0.4000 3.3525 -1.5641 0.193
H 0.1067 -5.0953 -2.0680 0.465
H -0.6859 -5.1127 -0.5182 0.305
H 1.3326 -5.1928 0.6355 0.326
H 1.6658 -1.7872 -1.0277 -0.021
C -2.9616 2.5453 6.0980 -0.771
C -3.7400 3.5445 6.6934 0.323
C -4.0228 4.7874 5.8000 0.477
O -4.7618 5.6989 6.2038 -0.770
C -3.4029 4.8449 4.5152 -0.846
C -2.6136 3.8536 3.9327 0.594
C -2.4150 2.5714 4.7868 0.647
O -1.7855 1.6020 4.3197 -0.756
O -2.0707 3.8989 2.8036 -0.771
O -4.2171 3.5199 7.8466 -0.792
H -2.7378 1.6429 6.6634 0.352
H -3.5912 5.7629 3.9624 0.350

---

6.
49
Properties=species:S:1:pos:R:3:mulliken_charge:R:1 method="wB97M-V/def2-TZVPD" homo_lumo_gap_ev=8.636 smiles=N#C[C@H]1C[C@@H]2[C@@H](CN1)NN[C@H]2c1cccc(N2CCC[C@H](N)C2)n1 homo_energy_ev=-8.06 de_lowest_kcal_mol=52.5
N -1.4118 5.9170 -2.7829 -0.502
C -0.8923 4.9081 -2.5257 0.098
N -0.9901 -0.8812 0.5802 -0.009
C -0.7188 -1.1316 1.8365 -0.085
C -1.9792 -0.0230 0.2573 -0.608
C -1.6473 -0.6473 2.8526 -0.448
C -2.7417 0.6369 1.1647 -0.288
C -2.7168 0.1547 2.5029 -0.796
N -0.1595 3.0109 -3.7001 -0.396
N -1.8317 -1.0493 -1.9471 -0.453
N -1.5934 -0.5699 -3.2926 -0.447
N 0.4176 -1.8636 2.0885 0.364
N 3.6734 -0.5831 3.6097 -0.704
C 0.8451 -3.0576 1.3411 -0.813
C 0.0928 1.5353 -3.8504 -0.995
C -0.3326 3.5104 -2.3774 0.302
C -2.1191 0.1761 -1.2761 -0.017
C -1.3186 2.6673 -1.5282 -1.458
C 2.2909 -2.8336 0.8821 -0.500
C -1.1346 0.8551 -3.2783 -0.052
C -1.1797 1.1521 -1.7549 0.389
C 1.2321 -1.3803 3.1858 -1.095
C 3.2820 -2.4203 2.0008 -0.881
C 2.6891 -1.0585 2.6007 -0.009
H -1.5687 -0.9804 3.8680 0.464
H -3.4302 1.3829 0.8546 0.530
H -3.5167 0.4438 3.2113 0.387
H -1.0109 3.3215 -4.2514 0.372
H -1.0269 -1.4715 -1.4443 0.292
H -0.8787 -1.1434 -3.8582 0.332
H 4.4137 -0.1064 3.1701 0.253
H 4.0047 -1.3252 4.2496 0.255
H 0.2281 -3.2337 0.5003 0.397
H 0.8434 -3.9656 1.9104 0.354
H 0.2331 1.3577 -4.9518 0.308
H 0.9823 1.1421 -3.3325 0.426
H 0.6380 3.5266 -1.9515 0.353
H -3.1533 0.4162 -1.4393 0.693
H -1.3193 2.8797 -0.4523 0.516
H -2.3042 2.9665 -1.7521 0.482
H 2.1974 -2.1195 0.0113 0.238
H 2.7073 -3.8006 0.5120 0.361
H -2.0449 1.3331 -3.7137 0.163
H -0.2063 0.9518 -1.2953 0.198
H 0.9891 -0.4296 3.6335 0.457
H 1.3617 -2.2335 3.9468 0.341
H 4.2974 -2.2606 1.5672 0.344
H 3.3456 -3.2576 2.6398 0.379
H 2.4623 -0.4188 1.7782 0.504

---

7.
24
Properties=species:S:1:pos:R:3:mulliken_charge:R:1 method="wB97M-V/def2-TZVPD" homo_lumo_gap_ev="7.074 / 7.073" homo_energy_ev="-7.21 / -7.21" de_lowest_kcal_mol=227.6
C -0.9192 -2.0414 1.5406 -0.867
C -1.9613 -1.1728 1.7870 -0.540
C 0.2544 -0.3769 0.1810 -0.627
C -0.8935 0.4038 0.2890 0.519
C 0.2305 -1.5831 0.8913 0.141
C -1.9819 0.0898 1.1179 0.580
C -0.8360 1.6297 -0.5108 -0.501
C 1.1022 2.3937 -1.7228 -0.308
C 2.4571 0.5947 -2.2019 -0.216
N 0.1453 2.2606 -0.9565 -0.075
N -3.1501 0.8292 1.3511 -0.510
N 1.4170 -2.4344 0.6330 0.953
O 1.5717 -3.4374 1.3222 -0.624
O 2.1572 -2.1174 -0.2809 -0.554
O 3.7460 0.7156 -2.3057 -0.385
H -0.7558 -2.8510 2.1282 0.508
H -2.8592 -1.5905 2.2204 0.324
H 1.1855 -0.0497 -0.1732 0.671
H -1.8231 2.1536 -0.6485 0.312
H 1.9203 3.1398 -1.4994 0.250
H 1.9215 0.4015 -3.1718 0.180
H -3.8910 0.5081 1.9902 0.197
H -3.1627 1.8337 1.2534 0.201
H 4.1252 0.7008 -3.2338 0.372

---

8.
13
Properties=species:S:1:pos:R:3:mulliken_charge:R:1 method="wB97M-V/def2-TZVPD" homo_lumo_gap_ev=10.620 smiles="C/C=C/Cl.O=BO" homo_energy_ev=-10.13 de_lowest_kcal_mol=33.0
B 2.2985 1.1082 0.4400 0.698
C -1.5704 0.7052 -0.1838 -1.122
C -0.6526 -0.3498 0.2203 -0.050
C -0.5112 -1.4197 -0.5067 -0.489
O 2.5792 -0.1522 0.2293 -0.541
O 1.8973 2.2250 0.6365 -0.488
Cl 0.6805 -2.6483 0.1088 -0.245
H -1.6102 0.7977 -1.2958 0.287
H -1.3463 1.6577 0.4328 0.271
H -0.1626 -0.2333 1.1447 0.664
H -0.7553 -1.7700 -1.4896 0.358
H 1.7521 -0.6679 -0.0219 0.344
H -2.5989 0.7473 0.2854 0.312

---

Total energy / Ha: -2160.61806 -191.89364 -285.33012 -4007.33041 -2067.23940 -1045.95531 -738.01813 -753.46782